(1)
{"formula": "C31H26Br3N5O10", "method": "ωB97M-V with the def2-TZVPD basis set", "e_homo_ha": -0.352, "smiles": "O=[N+]([O-])c1ccccc1.O=[N+]([O-])c1ccccc1.O=[N+]([O-])c1ccccc1.O=[N+]([O-])c1ccccc1.O=[N+]([O-])c1ccccc1.BrC(Br)Br", "mol_weight_da": 868.3, "homo_lumo_gap_ev": 8.53, "relative_energy_kcal_mol": 16.4, "elements": ["C", "Br", "Br", "Br", "H", "C", "C", "C", "C", "C", "C", "N", "O", "O", "H", "H", "H", "H", "H", "C", "C", "C", "C", "C", "C", "N", "O", "O", "H", "H", "H", "H", "H", "C", "C", "C", "C", "C", "C", "N", "O", "O", "H", "H", "H", "H", "H", "C", "C", "C", "C", "C", "C", "N", "O", "O", "H", "H", "H", "H", "H", "C", "C", "C", "C", "C", "C", "N", "O", "O", "H", "H", "H", "H", "H"], "xyz": [[-1.280475, 0.613510, 1.642037], [-1.101585, -1.276611, 2.086565], [-0.599802, 1.765315, 3.100062], [-3.087896, 1.121026, 1.081041], [-0.704323, 0.725829, 0.730335], [2.661750, 0.312828, 4.926593], [2.088131, -0.244281, 3.790788], [2.762565, -0.252336, 2.571481], [4.061968, 0.283185, 2.482849], [4.634689, 0.852127, 3.606207], [3.926453, 0.833934, 4.802693], [4.763580, 0.211327, 1.195325], [5.795921, 0.863587, 1.130591], [4.313276, -0.446598, 0.287814], [2.145034, 0.448695, 5.866440], [1.079775, -0.630695, 3.801980], [2.267772, -0.679908, 1.710447], [5.643614, 1.235267, 3.646405], [4.374091, 1.369021, 5.631574], [-0.267984, 3.846639, 5.376547], [0.257843, 4.820893, 4.535367], [1.605498, 5.150893, 4.727149], [2.326526, 4.593480, 5.764132], [1.740493, 3.714965, 6.655598], [0.420208, 3.336556, 6.445397], [3.768626, 4.874753, 5.929983], [4.132784, 5.976435, 5.578396], [4.525222, 3.972210, 6.250598], [-1.315315, 3.588540, 5.273806], [-0.277967, 5.363347, 3.772143], [2.095077, 5.929232, 4.156378], [2.302328, 3.323702, 7.492958], [-0.047301, 2.551936, 7.024411], [-3.891534, -4.210730, -1.428019], [-3.536887, -3.105587, -0.610362], [-4.265899, -1.958183, -0.764254], [-5.309227, -1.849300, -1.666642], [-5.635339, -2.936628, -2.469058], [-4.891094, -4.105735, -2.371624], [-6.127528, -0.628797, -1.703817], [-7.004416, -0.582065, -2.545055], [-5.893991, 0.266534, -0.919982], [-3.360515, -5.141062, -1.273982], [-2.664556, -3.235205, 0.012527], [-4.019239, -1.113028, -0.130412], [-6.456384, -2.826364, -3.164055], [-4.999346, -4.926184, -3.068414], [2.090222, -1.815667, -5.116005], [2.537571, -0.761153, -4.322404], [2.063419, -0.646352, -3.026657], [1.102113, -1.579950, -2.569233], [0.797497, -2.712159, -3.319734], [1.280892, -2.835645, -4.595126], [0.600517, -1.444449, -1.209264], [-0.243771, -2.231786, -0.799380], [1.017442, -0.519894, -0.545063], [2.334895, -1.859974, -6.169404], [3.199759, -0.015255, -4.737712], [2.289052, 0.218821, -2.420514], [0.117929, -3.458960, -2.930923], [0.929576, -3.568726, -5.307147], [-1.329832, -1.873764, -6.016574], [-2.240496, -1.929973, -4.962119], [-2.159771, -0.996599, -3.938137], [-1.134122, -0.063793, -3.898503], [-0.300675, 0.069959, -4.990475], [-0.392557, -0.823766, -6.039332], [-1.019234, 0.808406, -2.704793], [-0.257466, 1.747089, -2.821325], [-1.646165, 0.537304, -1.703120], [-1.424863, -2.538059, -6.863632], [-3.027215, -2.670116, -4.956846], [-2.869758, -0.938783, -3.126026], [0.456649, 0.842671, -4.995332], [0.273792, -0.735859, -6.886152]], "forces_ev_per_a": [[-0.26, 0.01, 0.01], [-0.39, 0.60, 0.24], [-0.49, -0.60, -1.06], [0.52, -0.18, 0.63], [0.31, 0.26, 0.29], [-0.01, 0.16, -0.55], [-0.10, -0.01, -0.33], [0.47, 0.02, 0.26], [-1.50, -0.64, 0.40], [0.30, -0.41, 0.18], [0.60, 0.90, 0.19], [0.87, 0.90, 0.41], [-0.17, -0.24, -0.13], [-0.36, -0.25, -0.02], [-0.19, -0.34, -0.04], [0.02, -0.08, 0.12], [0.16, 0.05, -0.13], [-0.04, 0.12, -0.46], [0.03, -0.21, 0.12], [-1.48, 0.96, -0.46], [1.59, -0.01, 0.61], [-0.06, 0.79, -0.10], [-0.27, -0.82, 0.70], [-0.03, -0.39, 0.14], [0.77, -0.49, -0.01], [0.23, 0.06, -1.24], [0.08, 0.27, 0.26], [-0.65, 0.18, 0.42], [0.04, -0.15, -0.12], [-0.30, -0.34, -0.06], [-0.07, -0.13, -0.25], [0.10, -0.05, -0.10], [0.05, 0.21, 0.34], [0.62, 0.80, 0.96], [-0.40, -1.90, -1.52], [0.34, 1.46, 1.05], [0.14, -1.21, 0.25], [-0.23, 0.56, -0.35], [0.22, 0.03, -0.12], [-0.15, 0.15, -0.36], [-0.04, -0.10, -0.05], [0.26, -0.17, 0.17], [0.07, -0.04, -0.27], [-0.18, 0.48, 0.35], [-0.11, 0.05, -0.19], [0.06, -0.11, -0.07], [-0.53, 0.00, 0.07], [0.32, -0.48, 0.41], [-0.18, -0.56, -0.09], [-1.11, -0.27, 0.29], [1.96, -0.06, -0.65], [-0.74, -0.16, 0.65], [0.58, 1.23, -0.93], [-0.87, -0.28, 0.53], [0.51, 0.00, -0.75], [0.24, 0.33, 0.08], [0.29, 0.02, 0.05], [0.03, 0.06, 0.07], [0.17, -0.13, 0.13], [-0.01, 0.11, 0.17], [0.02, -0.40, 0.40], [-0.15, 1.20, 0.23], [0.20, 0.24, -0.26], [0.02, 0.08, 0.72], [-1.05, -0.55, -0.50], [0.52, 0.55, 0.12], [-0.89, -0.67, -0.24], [0.42, 0.21, -0.87], [0.04, 0.10, 0.24], [-0.05, -0.18, -0.15], [0.13, -0.15, 0.05], [-0.06, -0.01, 0.04], [-0.11, -0.43, 0.07], [-0.12, 0.00, -0.01], [0.01, 0.10, 0.02]], "lowdin_charge": [-1.481, 0.647, 0.684, 0.646, -0.060, -0.071, -0.120, 0.004, -0.131, 0.002, -0.079, -0.354, 0.070, 0.079, 0.106, 0.031, 0.094, 0.121, 0.097, -0.191, -0.070, 0.002, -0.151, -0.008, -0.077, -0.345, 0.086, 0.072, 0.089, 0.113, 0.121, 0.123, 0.114, -0.061, -0.049, -0.033, -0.148, -0.004, -0.080, -0.348, 0.075, 0.068, 0.105, 0.082, 0.044, 0.117, 0.107, -0.088, -0.068, 0.010, -0.144, -0.002, -0.072, -0.325, 0.017, 0.046, 0.112, 0.117, 0.124, 0.125, 0.115, -0.065, -0.052, 0.005, -0.145, -0.024, -0.083, -0.326, 0.097, 0.034, 0.109, 0.105, 0.107, 0.125, 0.113]}

=====

(2)
{"formula": "C4H12O3", "method": "ωB97M-V with the def2-TZVPD basis set", "e_homo_ha": [0.002, -0.096], "total_charge": -1, "multiplicity": 2, "mol_weight_da": 108.1, "homo_lumo_gap_ev": [3.00, 5.58], "relative_energy_kcal_mol": 35.9, "elements": ["C", "C", "C", "C", "H", "H", "H", "H", "H", "H", "H", "H", "O", "H", "H", "O", "H", "H", "O"], "xyz": [[1.998527, -2.114904, 2.767975], [1.140140, -2.180662, 1.671358], [0.399030, -1.107384, 1.181898], [-0.420232, -1.119153, 0.065271], [2.310103, -1.175194, 3.213270], [2.201786, -3.014085, 3.330899], [0.944388, -3.158875, 1.244515], [0.523792, -0.161694, 1.707329], [-1.182048, -0.368522, -0.098692], [-0.475932, -1.946706, -0.639152], [1.453160, 1.227271, -0.504312], [1.121109, 2.357170, -1.394560], [0.724207, 1.846220, -0.671442], [-2.308541, 0.566648, -3.064012], [-1.372887, -0.239796, -2.120623], [-2.306145, 0.037879, -2.259970], [-1.882967, 4.078177, -1.969746], [-1.463981, 2.755218, -1.241434], [-1.403508, 3.718392, -1.218572]], "forces_ev_per_a": [[0.06, -0.31, -0.15], [0.25, 0.32, 0.88], [0.25, 0.00, -0.61], [-0.52, 0.19, -0.80], [-0.20, 0.03, 0.01], [0.34, -0.14, 0.02], [-0.08, -0.13, -0.08], [-0.21, 0.02, 0.19], [0.16, 0.21, 0.18], [0.04, -0.31, 0.34], [-0.67, -0.41, 0.37], [-0.49, 0.22, 0.20], [1.04, 0.22, -0.58], [0.13, -0.10, 0.02], [-0.53, 0.23, 0.18], [0.41, -0.02, -0.18], [-0.08, -0.34, 0.02], [0.02, -0.03, -0.05], [0.08, 0.35, 0.03]], "lowdin_spin": [0.304, 0.112, 0.128, 0.265, 0.031, 0.035, -0.002, 0.001, 0.030, 0.033, 0.002, 0.001, 0.017, 0.001, 0.013, 0.024, 0.000, 0.001, 0.003]}